(1)
A molecular structure, C66H46BrF4NiOP3S, computed with ωB97M-V/def2-TZVPD.

As for the energy above the lowest of the compared OMol25 structures with the same formula, charge and spin: 0.000 eV. Its multiplicity is 1. The charge is +2. The value obtained for the LUMO energy (alpha / beta) is -0.199 / -0.197 hartree. The value obtained for the highest occupied orbital energy (alpha / beta) is -12.66 / -12.66 eV. Its total energy is -8521.5012 hartree. Its largest force on an atom is 0.758 eV/Å.

Atoms and positions in Å:
Ni 0.316 0.650 -0.099
O -1.127 -0.494 0.034
S -0.685 -1.870 -0.531
C -2.135 -2.385 -1.339
C -2.930 -3.417 -0.897
C -4.117 -3.768 -1.565
C -4.469 -3.033 -2.664
C -5.685 -3.121 -3.551
C -5.468 -2.035 -4.636
C -4.214 -1.317 -4.210
C -3.587 -0.210 -4.701
C -2.392 0.211 -4.080
C -1.789 -0.417 -3.002
P -0.142 0.309 -2.527
C -0.269 1.995 -3.178
C 0.231 2.371 -4.420
C 0.108 3.684 -4.854
C -0.526 4.623 -4.054
C -1.045 4.248 -2.820
C -0.915 2.940 -2.382
C 1.027 -0.602 -3.581
C 2.328 -0.842 -3.138
C 3.234 -1.533 -3.928
C 2.845 -2.015 -5.169
C 1.546 -1.807 -5.613
C 0.641 -1.113 -4.823
C -2.459 -1.570 -2.466
C -3.652 -1.964 -3.092
C -0.418 -2.882 0.869
C -0.108 -4.185 0.529
C 0.040 -5.199 1.484
C -0.169 -4.854 2.791
C -0.165 -5.715 4.026
C -0.447 -4.738 5.191
C -0.588 -3.391 4.535
C -0.831 -2.160 5.062
C -0.782 -1.058 4.190
C -0.579 -1.118 2.818
P -0.367 0.579 2.113
C 0.527 1.423 3.441
C -0.050 2.426 4.214
C 0.662 2.982 5.270
C 1.948 2.546 5.553
C 2.531 1.549 4.777
C 1.823 0.989 3.727
C -2.038 1.278 2.048
C -2.197 2.558 1.523
C -3.456 3.129 1.429
C -4.572 2.413 1.844
C -4.422 1.132 2.354
C -3.159 0.563 2.458
C -0.487 -2.428 2.225
C -0.421 -3.508 3.138
H -2.632 -3.971 -0.016
H -4.723 -4.586 -1.197
H -6.585 -2.926 -2.964
H -5.796 -4.118 -3.978
H -6.314 -1.354 -4.724
H -5.319 -2.483 -5.620
H -3.973 0.352 -5.543
H -1.927 1.095 -4.494
H 0.738 1.643 -5.045
H 0.512 3.975 -5.817
H -0.622 5.648 -4.392
H -1.558 4.978 -2.203
H -1.338 2.656 -1.423
H 2.639 -0.502 -2.162
H 4.241 -1.705 -3.566
H 3.548 -2.561 -5.787
H 1.233 -2.191 -6.576
H -0.370 -0.973 -5.185
H -0.016 -4.443 -0.523
H 0.277 -6.210 1.175
H 0.791 -6.229 4.139
H -0.929 -6.490 3.949
H 0.363 -4.723 5.921
H -1.354 -5.003 5.736
H -1.001 -2.000 6.120
H -0.887 -0.085 4.653
H -1.058 2.768 4.011
H 0.203 3.755 5.876
H 2.495 2.974 6.384
H 3.532 1.200 5.005
H 2.269 0.184 3.151
H -1.330 3.119 1.206
H -3.568 4.132 1.033
H -5.558 2.855 1.771
H -5.291 0.570 2.675
H -3.056 -0.439 2.854
F 7.085 -0.005 1.907
C 5.952 0.497 1.486
C 5.834 1.849 1.242
F 6.858 2.648 1.434
C 4.624 2.355 0.800
F 4.576 3.664 0.596
C 3.500 1.559 0.586
P 1.958 2.338 -0.033
C 1.531 3.646 1.149
C 0.535 4.543 0.762
C 0.210 5.623 1.566
C 0.893 5.826 2.759
C 1.884 4.938 3.149
C 2.200 3.847 2.352
C 2.600 3.262 -1.476
C 2.771 4.649 -1.436
C 3.395 5.308 -2.483
C 3.889 4.595 -3.567
C 3.742 3.218 -3.604
C 3.092 2.561 -2.570
C 3.662 0.192 0.823
Br 2.320 -1.103 0.513
C 4.861 -0.330 1.271
F 5.004 -1.629 1.495
H 0.038 4.423 -0.195
H -0.559 6.320 1.251
H 0.657 6.682 3.379
H 2.421 5.092 4.077
H 2.968 3.161 2.683
H 2.447 5.225 -0.582
H 3.518 6.383 -2.438
H 4.396 5.112 -4.372
H 4.129 2.647 -4.440
H 2.996 1.493 -2.623

Results of the Mulliken charge analysis, in e, for atoms 1 through 6: atom 1 (Ni): 0.0462, atom 2 (O): -0.5030, atom 3 (S): 1.3798, atom 4 (C): 0.6934, atom 5 (C): -0.3525, atom 6 (C): -1.2990


(2)
11 unconnected molecules or ions with the total composition C66H55N11O22, computed with ωB97M-V/def2-TZVPD.

As for the energy above the lowest of the compared OMol25 structures with the same formula, charge and spin: 0.000 eV. The expectation value of S² is 0.7652. Its multiplicity is 2. The charge is -1. The value obtained for the LUMO energy (alpha / beta) is 0.036 / 0.036 hartree. The value obtained for the highest occupied orbital energy (alpha / beta) is -2.13 / -5.67 eV. Its total energy is -4804.5138 hartree. Its largest force on an atom is 4.558 eV/Å.

Atoms and positions in Å:
C 3.962 6.519 5.445
C 3.685 5.668 6.493
C 3.500 4.293 6.188
C 3.507 3.901 4.792
C 3.783 4.834 3.813
C 4.017 6.142 4.066
N 3.530 2.462 4.458
O 3.705 1.672 5.388
O 3.153 2.157 3.396
H 4.158 7.566 5.621
H 3.620 5.975 7.527
H 3.456 3.470 6.886
H 3.851 4.359 2.845
H 4.432 6.760 3.284
C -6.023 0.891 1.771
C -5.082 0.008 1.267
C -5.273 -0.670 0.075
C -6.463 -0.462 -0.667
C -7.345 0.442 -0.219
C -7.205 1.065 1.023
N -6.736 -1.198 -1.896
O -7.822 -1.148 -2.445
O -5.809 -1.885 -2.355
H -5.929 1.444 2.694
H -4.122 -0.117 1.746
H -4.563 -1.420 -0.243
H -8.204 0.785 -0.776
H -7.967 1.703 1.446
C -4.204 4.119 1.499
C -3.465 2.942 1.235
C -2.108 2.962 1.703
C -1.610 4.021 2.526
C -2.434 5.031 2.886
C -3.659 5.120 2.268
N -0.117 4.146 2.746
O 0.198 4.796 3.703
O 0.623 3.687 1.937
H -5.212 4.307 1.159
H -3.916 2.128 0.688
H -1.518 2.110 1.399
H -2.140 5.790 3.596
H -4.335 5.952 2.397
C 8.885 0.356 2.346
C 9.000 0.508 0.955
C 7.912 1.087 0.254
C 6.662 1.425 0.821
C 6.607 1.254 2.198
C 7.650 0.719 2.981
N 5.534 1.885 -0.039
O 5.703 2.163 -1.202
O 4.481 2.120 0.518
H 9.610 -0.266 2.848
H 9.831 0.157 0.360
H 8.011 1.174 -0.818
H 5.653 1.414 2.679
H 7.507 0.536 4.036
C -4.899 2.832 -2.443
C -5.105 1.880 -3.433
C -6.343 1.911 -4.098
C -7.354 2.801 -3.695
C -7.132 3.764 -2.699
C -5.835 3.798 -2.099
N -8.681 2.780 -4.360
O -9.608 3.498 -4.039
O -8.841 1.892 -5.197
H -3.939 3.013 -1.982
H -4.315 1.209 -3.733
H -6.512 1.241 -4.928
H -7.858 4.496 -2.377
H -5.554 4.612 -1.447
C 6.630 -2.239 4.507
C 6.139 -2.491 3.223
C 4.767 -2.649 3.085
C 3.906 -2.693 4.172
C 4.434 -2.370 5.410
C 5.813 -2.258 5.584
N 2.505 -2.806 3.872
O 1.825 -2.273 4.700
O 2.107 -3.339 2.856
H 7.697 -2.124 4.625
H 6.697 -2.493 2.299
H 4.333 -2.761 2.103
H 3.855 -2.363 6.322
H 6.163 -2.025 6.579
C 1.691 -0.433 1.073
C 0.983 -1.513 0.620
C -0.133 -1.182 -0.202
C -0.501 0.148 -0.538
C 0.323 1.173 -0.097
C 1.299 0.876 0.806
N -1.694 0.496 -1.288
O -2.530 -0.369 -1.500
O -1.912 1.703 -1.540
H 2.539 -0.615 1.716
H 1.244 -2.538 0.841
H -0.735 -2.026 -0.504
H 0.076 2.222 -0.150
H 1.977 1.570 1.279
C -3.209 -4.300 -3.099
C -2.195 -3.350 -3.217
C -1.232 -3.465 -4.162
C -1.191 -4.598 -5.037
C -2.180 -5.610 -4.875
C -3.242 -5.407 -4.003
N -0.127 -4.801 -6.025
O -0.274 -5.680 -6.845
O 0.829 -4.077 -6.093
H -3.893 -4.280 -2.264
H -2.372 -2.463 -2.628
H -0.469 -2.703 -4.221
H -2.259 -6.478 -5.513
H -3.969 -6.195 -3.871
C 7.152 -6.321 -2.973
C 6.658 -6.421 -1.643
C 5.707 -5.523 -1.131
C 5.084 -4.704 -2.128
C 5.579 -4.594 -3.381
C 6.674 -5.323 -3.789
N 3.947 -3.802 -1.664
O 3.370 -3.173 -2.484
O 3.606 -3.751 -0.490
H 7.918 -7.010 -3.296
H 6.968 -7.214 -0.979
H 5.252 -5.649 -0.160
H 5.079 -3.813 -3.934
H 6.994 -5.148 -4.805
C -2.151 5.220 -1.566
C -2.338 6.256 -0.644
C -2.798 7.510 -1.028
C -3.185 7.769 -2.340
C -3.191 6.677 -3.310
C -2.649 5.410 -2.846
N -3.640 9.098 -2.771
O -3.392 9.981 -2.005
O -4.311 9.137 -3.794
H -1.765 4.290 -1.177
H -2.123 6.182 0.411
H -3.078 8.231 -0.273
H -3.434 6.738 -4.360
H -2.711 4.532 -3.471
C -2.724 -8.755 -1.317
C -1.407 -8.942 -0.931
C -0.697 -7.964 -0.360
C -1.280 -6.685 -0.216
C -2.618 -6.448 -0.703
C -3.344 -7.518 -1.169
N -0.453 -5.532 0.197
O -1.004 -4.486 0.376
O 0.752 -5.779 0.419
H -3.221 -9.597 -1.775
H -0.927 -9.888 -1.133
H 0.324 -8.014 -0.012
H -3.003 -5.451 -0.545
H -4.328 -7.336 -1.575

Results of the Mulliken charge analysis, in e, for atoms 1 through 6: atom 1 (C): -0.2900, atom 2 (C): -0.6084, atom 3 (C): -0.4137, atom 4 (C): 0.0251, atom 5 (C): 0.0381, atom 6 (C): -0.8171


(3)
A molecular structure, C66H60BiF7N11O7PS2, computed with ωB97M-V/def2-TZVPD.

Its multiplicity is 1. The charge is +2. The value obtained for the LUMO energy is -0.173 hartree. The value obtained for the highest occupied orbital energy is -11.24 eV. Its total energy is -5731.1354 hartree. Its largest force on an atom is 1.126 eV/Å.

Atoms and positions in Å:
Bi 0.395 -0.090 -0.665
C 1.813 -5.520 0.417
N 1.316 -4.188 0.704
C 1.269 -3.143 -0.150
N 0.747 -2.083 0.463
C 0.475 -2.450 1.756
C 0.821 -3.776 1.912
C 0.711 -4.601 3.121
C 0.026 -5.815 3.118
C -0.127 -6.530 4.295
C 0.405 -6.046 5.481
C 1.098 -4.844 5.487
C 1.248 -4.121 4.316
C -0.153 -1.646 2.822
C -1.402 -2.046 3.298
C -1.991 -1.392 4.368
C -1.326 -0.342 4.985
C -0.076 0.048 4.529
C 0.509 -0.598 3.450
P 1.733 -3.311 -1.918
C 0.104 -2.792 -2.554
N -0.623 -1.762 -2.135
C -1.803 -1.787 -2.833
C -1.775 -2.878 -3.687
N -0.576 -3.500 -3.483
C -0.115 -4.686 -4.174
C -2.763 -3.317 -4.682
C -3.403 -4.549 -4.576
C -4.366 -4.913 -5.503
C -4.686 -4.056 -6.546
C -4.032 -2.839 -6.666
C -3.078 -2.461 -5.735
C -2.953 -0.883 -2.657
C -4.243 -1.416 -2.733
C -5.354 -0.594 -2.656
C -5.200 0.775 -2.498
C -3.925 1.311 -2.392
C -2.808 0.491 -2.457
C 2.678 -1.781 -2.120
N 2.388 -0.562 -1.669
C 3.406 0.276 -2.038
C 4.339 -0.479 -2.734
N 3.864 -1.760 -2.762
C 4.493 -2.860 -3.471
C 5.617 -0.125 -3.376
C 5.657 0.777 -4.437
C 6.862 1.052 -5.060
C 8.034 0.456 -4.619
C 8.002 -0.424 -3.547
C 6.797 -0.721 -2.933
C 3.519 1.704 -1.718
C 2.411 2.530 -1.530
C 2.568 3.884 -1.290
C 3.833 4.441 -1.226
C 4.946 3.629 -1.378
C 4.789 2.276 -1.612
H 2.620 -5.467 -0.309
H 1.017 -6.146 0.013
H 2.184 -5.966 1.337
H -0.409 -6.196 2.203
H -0.668 -7.467 4.289
H 0.275 -6.601 6.399
H 1.523 -4.467 6.407
H 1.794 -3.188 4.313
H -1.899 -2.889 2.835
H -2.960 -1.716 4.722
H -1.769 0.145 5.844
H 0.461 0.842 5.030
H 1.493 -0.317 3.106
H -0.557 -4.710 -5.167
H -0.408 -5.589 -3.638
H 0.967 -4.661 -4.269
H -3.170 -5.210 -3.749
H -4.868 -5.866 -5.407
H -5.445 -4.336 -7.263
H -4.266 -2.177 -7.488
H -2.564 -1.512 -5.816
H -4.379 -2.482 -2.846
H -6.343 -1.026 -2.733
H -6.069 1.418 -2.460
H -3.790 2.378 -2.279
H -1.821 0.920 -2.407
H 4.760 -2.520 -4.467
H 3.792 -3.686 -3.556
H 5.389 -3.192 -2.950
H 4.741 1.242 -4.773
H 6.886 1.739 -5.895
H 8.973 0.675 -5.108
H 8.913 -0.881 -3.185
H 6.774 -1.390 -2.081
H 1.413 2.128 -1.604
H 1.691 4.505 -1.166
H 3.956 5.501 -1.051
H 5.941 4.048 -1.310
H 5.663 1.649 -1.685
C 1.423 3.555 6.381
C 1.219 4.416 5.138
N 0.670 3.646 4.023
C 1.537 3.025 3.186
C 1.197 2.343 2.062
C 2.319 1.563 1.385
O 3.453 1.985 1.481
O 1.985 0.411 0.890
C -0.181 2.324 1.655
O -0.621 1.989 0.540
C -1.109 2.769 2.696
C -2.467 2.501 2.538
C -3.376 2.877 3.483
F -4.661 2.498 3.268
C -2.999 3.611 4.630
C -1.640 3.873 4.774
C -0.680 3.441 3.850
N -3.935 4.100 5.544
C -5.372 3.917 5.348
C -6.155 4.810 6.309
N -5.475 6.137 6.365
C -4.108 6.039 6.988
C -3.599 4.597 6.856
H 1.785 4.163 7.209
H 2.165 2.783 6.182
H 0.494 3.071 6.684
H 2.175 4.826 4.815
H 0.560 5.258 5.352
H 2.589 3.091 3.435
H -2.802 1.978 1.655
H -1.299 4.420 5.637
H -5.683 2.878 5.493
H -5.627 4.199 4.326
H -6.206 4.400 7.315
H -7.172 4.931 5.938
H -6.048 6.819 6.865
H -5.376 6.461 5.400
H -4.158 6.332 8.036
H -3.444 6.725 6.465
H -4.040 3.963 7.633
H -2.527 4.590 7.023
N -2.022 -0.666 0.401
H -2.442 -1.544 0.118
H -2.516 0.084 -0.072
H -2.118 -0.560 1.404
F 0.411 3.391 -3.904
C 0.990 2.619 -4.836
F 0.651 3.109 -6.008
F 2.307 2.705 -4.659
S 0.433 0.848 -4.480
O 0.127 0.957 -3.055
O -0.678 0.523 -5.317
N 1.656 -0.122 -4.674
S 2.174 -0.167 -6.181
O 3.389 -0.913 -6.260
O 2.084 1.108 -6.811
C 0.926 -1.297 -7.026
F 1.563 -2.131 -7.851
F -0.026 -0.685 -7.704
F 0.346 -2.072 -6.084

Results of the Mulliken charge analysis, in e, for atoms 1 through 6: atom 1 (Bi): 3.0409, atom 2 (C): -1.0101, atom 3 (N): 0.3598, atom 4 (C): -1.0926, atom 5 (N): 1.1160, atom 6 (C): -1.9990